This record from the OMol25 dataset describes a cluster of 8 separate species, C5H25NO9 in total at a distorted geometry. The level of theory is ωB97M-V with the def2-TZVPD basis set.

Values from the calculation:
SMILES: CCCNCC(=O)O.O.O.O.O.O.O.O
Calculated total energy, eV: -25507.6563
LUMO level, eV: 0.24
Highest occupied orbital energy, Eh: -0.3252

Geometry (Å):
C1 1.5330 -0.8149 0.5868
C2 1.8186 -0.2171 1.9611
C3 2.3165 1.2799 1.8412
N1 1.3886 2.3945 1.8156
C4 0.9324 3.0515 0.6345
C5 -0.3647 2.6356 -0.0159
O1 -1.4154 3.1583 0.3106
O2 -0.3629 1.7183 -0.9799
H1 2.0457 -1.7558 0.4134
H2 1.3642 -0.1490 -0.2683
H3 0.5510 -1.2908 0.6332
H4 2.7397 -0.6267 2.3862
H5 0.9684 -0.3328 2.5959
H6 3.0486 1.5713 2.6134
H7 2.9451 1.2612 0.9471
H8 1.1706 2.8589 2.6741
H9 1.0525 4.1359 0.7659
H10 1.6690 2.8975 -0.1726
H11 -1.3241 1.4346 -1.0717
O3 0.8367 -0.0327 -2.8441
H12 0.5316 0.8316 -2.5247
H13 0.2284 -0.2007 -3.5771
O4 2.2743 -2.7866 -2.2633
H14 2.4508 -1.9916 -1.7601
H15 2.0196 -2.6305 -3.1706
O5 -2.6908 -2.1530 -2.3082
H16 -2.1808 -2.9723 -2.3604
H17 -2.3994 -1.9408 -1.4081
O6 -1.9619 -2.1262 1.1076
H18 -1.5857 -2.7150 0.4148
H19 -2.7905 -2.5716 1.3180
O7 -2.9407 0.5115 2.2465
H20 -2.0645 0.9100 2.1490
H21 -2.6879 -0.4252 2.1853
O8 -2.8780 1.3174 -0.5537
H22 -3.3819 0.6155 -0.1366
H23 -2.7949 2.2044 -0.1426
O9 -0.2902 -2.4208 -1.1004
H24 0.1022 -3.0708 -1.6885
H25 0.1268 -1.5629 -1.2532